# 1
Molecular formula: C6H15F6O2PS
Method: DFT, ωB97M-V/def2-TZVPD

Summary:
* frontier orbital gap: 8.6 eV
* 2S+1: 1
* LUMO: -1.075 eV
* HOMO level: -9.643 eV

XYZ file:
```
31
Properties=species:S:1:pos:R:3:forces:R:3
C -3.038 -1.843 -0.629 0.210 -0.115 0.009
C -1.631 -1.797 -1.176 -0.273 -0.223 0.251
O -1.350 -0.519 -1.749 0.034 -0.057 -0.110
C -0.135 -0.541 -2.455 -0.431 -0.271 -0.165
C 0.216 0.876 -2.914 0.052 -0.747 0.455
S -0.804 2.143 -2.165 0.110 1.204 -0.329
C -0.166 2.452 -0.477 0.310 -0.131 -0.375
C 1.119 1.678 -0.126 -0.684 -0.386 1.024
O 1.138 1.396 1.238 -0.101 0.878 0.041
H -3.728 -2.259 -1.347 -0.295 0.115 -0.272
H -3.043 -2.500 0.228 -0.100 -0.131 0.311
H -3.376 -0.866 -0.309 -0.076 0.230 0.103
H -0.913 -1.998 -0.388 0.297 0.089 0.178
H -1.526 -2.576 -1.925 0.204 -0.085 -0.306
H -0.241 -1.167 -3.340 -0.001 -0.138 -0.199
H 0.653 -0.987 -1.854 0.226 0.117 0.264
H 1.236 1.094 -2.631 0.211 0.370 0.049
H 0.167 0.969 -3.985 -0.380 0.323 -0.355
H -1.968 1.522 -1.910 0.280 -0.434 0.010
H 0.038 3.510 -0.453 -0.082 0.378 -0.078
H -0.976 2.262 0.213 -0.198 -0.332 0.086
H 1.963 2.331 -0.302 0.366 -0.122 -0.339
H 1.197 0.733 -0.662 0.110 0.066 -0.301
H 0.270 1.114 1.554 0.324 -0.467 0.115
F 2.466 0.591 4.907 -0.409 -0.046 -0.029
P 2.134 -0.718 3.945 0.395 -0.002 0.556
F 2.932 -1.963 3.209 -0.331 -0.172 -0.385
F 3.008 0.229 2.906 0.188 -0.266 -0.046
F 0.655 -0.692 4.698 0.155 -0.223 0.135
F 2.620 -1.607 5.249 0.014 0.395 0.145
F 1.082 -0.865 2.650 -0.126 0.183 -0.443
```
Forces are in eV/Å.

# 2
Molecular formula: C21H32N2O4
Method: DFT, ωB97M-V/def2-TZVPD

Summary:
* frontier orbital gap: 8.9 eV
* 2S+1: 1
* LUMO: 0.763 eV
* relative energy (zero: lowest compared OMol25 entry of this formula, charge and spin): 33.2 kcal/mol
* HOMO level: -8.128 eV

XYZ file:
```
59
Properties=species:S:1:pos:R:3:forces:R:3
C -1.241 -4.825 0.334 -0.498 -0.188 0.108
O 0.147 -4.706 0.113 0.341 0.259 -0.076
C 0.731 -3.513 -0.181 0.141 -0.003 -0.024
C 2.097 -3.611 -0.437 -0.199 0.017 0.037
C 2.869 -2.507 -0.734 -0.149 0.166 -0.017
C 2.268 -1.257 -0.786 -0.245 -0.259 -0.049
C 3.009 -0.028 -1.169 0.219 -0.114 -0.015
O 2.551 0.762 -1.986 -0.269 0.205 -0.067
N 4.240 0.151 -0.620 0.121 -0.038 -0.261
C 4.593 -0.290 0.712 -0.178 -0.044 0.588
C 4.339 0.846 1.708 0.239 -0.051 -0.083
C 5.107 2.103 1.306 -0.410 0.074 -0.231
C 4.761 2.500 -0.137 0.652 -0.035 0.054
O 3.422 2.934 -0.205 -0.286 -0.068 0.017
C 5.014 1.299 -1.054 -0.114 0.410 -0.233
C 0.900 -1.147 -0.563 0.064 0.029 0.002
C 0.112 -2.246 -0.251 -0.002 -0.099 0.034
O -1.232 -2.172 -0.014 0.223 -0.256 -0.002
C -1.919 -0.940 -0.154 -0.242 0.397 0.109
C -1.769 -0.044 1.077 0.086 -0.109 -0.256
C -2.441 1.303 0.794 0.103 0.116 0.076
N -3.523 1.141 -0.160 0.110 -0.043 -0.029
C -4.297 2.352 -0.387 -0.230 0.090 -0.201
C -5.355 2.648 0.685 0.377 -0.046 -0.130
C -4.936 2.308 -1.776 0.211 0.120 0.246
C -4.268 -0.076 0.085 0.022 -0.172 -0.025
C -3.404 -1.277 -0.331 0.181 0.121 -0.011
H -1.561 -4.255 1.208 0.008 -0.068 -0.084
H -1.818 -4.508 -0.536 0.032 -0.037 0.081
H -1.406 -5.888 0.513 -0.009 0.079 -0.014
H 2.534 -4.596 -0.397 0.027 -0.123 -0.004
H 3.920 -2.622 -0.951 0.119 0.004 0.015
H 4.000 -1.164 0.982 0.170 0.072 -0.025
H 5.654 -0.564 0.715 -0.044 -0.067 0.010
H 4.630 0.529 2.710 -0.047 -0.024 0.051
H 3.271 1.075 1.715 -0.035 -0.057 0.055
H 4.845 2.927 1.970 0.088 0.058 0.024
H 6.183 1.928 1.376 0.080 0.032 0.022
H 5.415 3.332 -0.450 -0.046 -0.210 0.026
H 2.980 2.476 -0.936 -0.006 0.027 -0.017
H 4.723 1.537 -2.080 0.129 -0.025 0.117
H 6.074 1.030 -1.033 -0.030 0.038 0.010
H 0.465 -0.164 -0.643 -0.096 0.077 -0.013
H -1.565 -0.404 -1.042 0.011 -0.126 0.075
H -2.240 -0.547 1.924 0.012 -0.044 0.022
H -0.718 0.106 1.327 -0.016 -0.009 0.058
H -2.783 1.739 1.750 0.031 0.013 -0.058
H -1.718 1.995 0.351 -0.013 0.012 0.101
H -3.567 3.170 -0.383 -0.046 -0.061 -0.001
H -4.908 2.658 1.676 -0.023 0.020 0.143
H -6.144 1.899 0.667 -0.117 -0.076 0.009
H -5.802 3.622 0.502 -0.095 0.097 0.018
H -5.326 3.288 -2.036 -0.121 0.089 -0.066
H -5.756 1.596 -1.813 -0.135 -0.087 -0.024
H -4.191 2.019 -2.512 0.057 -0.010 -0.109
H -4.557 -0.171 1.146 -0.089 0.016 -0.052
H -5.181 -0.066 -0.508 -0.050 -0.002 0.084
H -3.591 -1.541 -1.371 -0.022 -0.040 -0.030
H -3.639 -2.145 0.287 0.011 -0.051 0.015
```
Forces are in eV/Å.

# 3
Molecular formula: C20H23ClN2O3
Method: DFT, ωB97M-V/def2-TZVPD

Summary:
* frontier orbital gap: 9.9 eV
* 2S+1: 1
* LUMO: 0.657 eV
* relative energy (zero: lowest compared OMol25 entry of this formula, charge and spin): 16.8 kcal/mol
* HOMO level: -9.288 eV

XYZ file:
```
49
Properties=species:S:1:pos:R:3:forces:R:3
C -2.606 -2.991 -1.184 -0.132 -0.176 0.198
C -3.520 -3.220 0.016 0.142 0.120 0.097
C -3.660 -2.009 0.941 -0.233 -0.123 -0.171
C -4.226 -0.761 0.255 -0.069 -0.035 0.300
N -3.185 0.046 -0.339 -0.106 -0.436 -0.195
C -2.950 1.324 0.015 0.435 0.023 -0.539
O -3.645 1.967 0.774 -0.207 0.305 0.262
C -1.685 1.853 -0.643 0.009 0.214 0.065
C -0.422 1.247 -0.016 0.253 0.049 -0.229
C 0.464 0.386 -0.892 -0.414 0.272 0.288
O 0.115 -0.590 -1.526 -0.171 -0.438 -0.272
N 1.714 0.882 -0.820 0.355 0.153 -0.162
C 2.845 0.274 -1.482 -0.062 -0.134 -0.105
C 3.709 -0.464 -0.492 0.117 0.147 -0.070
C 3.309 -1.718 -0.044 0.074 -0.003 0.032
C 4.051 -2.415 0.893 -0.060 -0.043 -0.004
C 5.215 -1.862 1.400 0.018 0.045 -0.006
C 5.629 -0.613 0.974 0.041 0.024 0.033
C 4.874 0.080 0.040 -0.095 -0.292 0.048
Cl 5.423 1.648 -0.456 0.123 0.205 -0.028
C 1.874 2.054 0.022 -0.108 0.304 0.105
C 0.447 2.521 0.222 -0.027 -0.388 0.406
C -0.146 3.174 1.448 0.115 0.221 -0.246
C -1.305 3.669 1.028 0.200 0.153 -0.009
C -1.366 3.370 -0.455 -0.572 -0.088 0.081
O 0.005 3.383 -0.819 0.288 -0.158 -0.359
H -1.640 -2.596 -0.877 0.140 0.077 -0.031
H -3.057 -2.303 -1.895 0.008 0.113 -0.149
H -2.434 -3.932 -1.702 0.039 -0.017 -0.127
H -4.512 -3.509 -0.341 -0.041 -0.071 0.050
H -3.131 -4.053 0.606 -0.072 -0.057 -0.019
H -4.321 -2.284 1.765 0.022 0.019 0.061
H -2.686 -1.761 1.369 0.012 0.033 0.088
H -4.728 -0.116 0.980 0.001 -0.099 -0.144
H -4.952 -1.052 -0.512 -0.042 0.030 0.079
H -2.512 -0.426 -0.925 0.100 0.161 -0.022
H -1.713 1.643 -1.716 -0.008 -0.042 0.092
H -0.638 0.711 0.912 0.084 -0.011 -0.067
H 3.417 1.048 -2.000 -0.111 -0.126 -0.008
H 2.434 -0.430 -2.212 0.093 0.109 0.052
H 2.401 -2.142 -0.445 -0.126 -0.048 -0.067
H 3.723 -3.388 1.224 -0.031 -0.091 0.024
H 5.803 -2.400 2.127 0.059 -0.041 0.065
H 6.533 -0.170 1.364 0.070 0.058 0.017
H 2.468 2.813 -0.491 0.011 -0.020 0.091
H 2.355 1.794 0.972 0.009 0.080 -0.048
H 0.275 3.130 2.432 -0.005 -0.018 0.330
H -2.090 4.147 1.575 -0.167 0.036 0.229
H -1.956 4.041 -1.071 0.040 0.005 -0.015
```
Forces are in eV/Å.

# 4
Molecular formula: C3H5NdO4
Method: DFT, ωB97M-V/def2-TZVPD

Summary:
* frontier orbital gap (alpha / beta): 4.5 / 6.0 eV
* 2S+1: 4
* net charge: +2
* LUMO (alpha / beta): -12.041 / -10.553 eV
* relative energy (zero: lowest compared OMol25 entry of this formula, charge and spin): 28.7 kcal/mol
* ⟨S²⟩: 3.763
* HOMO level (alpha / beta): -16.552 / -16.575 eV

XYZ file:
```
13
Properties=species:S:1:pos:R:3:forces:R:3
O -0.806 2.685 0.720 1.730 -1.403 -1.318
C -0.036 1.948 0.168 -3.880 1.412 2.654
C -1.974 0.145 1.742 0.288 0.097 -0.382
O 1.099 2.117 -0.368 3.104 -1.716 -2.216
O -0.312 0.533 0.063 2.561 -0.643 -1.302
C -1.458 -0.082 0.542 -1.582 -0.612 0.719
H -2.962 -0.256 1.967 0.400 -0.162 0.069
H -1.473 0.758 2.490 -0.276 0.031 -0.248
H -1.883 -0.766 -0.193 -0.031 0.405 0.098
H 2.002 -2.855 -1.696 0.162 -0.303 -0.070
O 2.546 -2.063 -1.844 -0.426 0.376 0.239
H 3.325 -2.327 -2.348 0.312 -0.428 -0.213
Nd 1.933 0.162 -1.243 -2.361 2.946 1.970
```
Forces are in eV/Å.

# 5
Molecular formula: C9H8NO2S
Method: DFT, ωB97M-V/def2-TZVPD

Summary:
* frontier orbital gap: 6.9 eV
* 2S+1: 1
* net charge: -1
* LUMO: 2.947 eV
* relative energy (zero: lowest compared OMol25 entry of this formula, charge and spin): 26.0 kcal/mol
* HOMO level: -3.923 eV

XYZ file:
```
21
Properties=species:S:1:pos:R:3:forces:R:3
C 0.077 -1.378 -1.410 0.366 -0.695 0.073
C -0.851 1.332 0.939 0.842 2.517 1.319
C -1.882 2.227 0.799 -1.728 0.358 0.981
C -1.992 0.366 -0.869 1.749 1.436 2.422
C -0.847 0.363 -0.083 -0.618 -0.811 -0.010
C -0.563 -2.098 0.970 -1.951 2.456 -1.869
C 2.256 0.505 -0.733 4.320 -1.318 3.948
C 1.549 -0.424 0.264 0.274 -3.167 0.036
C 0.125 -0.728 -0.155 -0.010 -1.030 0.343
N 0.124 -2.062 -2.331 -0.087 -0.238 -1.051
O -1.749 -2.176 0.751 -0.591 -0.570 -0.184
O 0.250 -2.487 1.724 2.490 -1.293 1.868
S -3.043 1.587 -0.318 0.024 0.716 -0.733
H -0.092 1.551 1.762 -0.827 -0.748 -1.507
H -2.233 3.148 1.396 0.951 -1.822 -0.838
H -2.039 -0.298 -1.664 -0.991 -0.932 -1.312
H 2.949 -0.017 -1.455 -0.710 0.393 0.994
H 1.604 1.038 -1.263 -2.693 2.394 -2.069
H 2.862 1.194 -0.019 -0.531 -0.678 -1.753
H 1.364 -0.183 1.321 0.972 0.891 -0.296
H 2.128 -1.461 0.373 -1.252 2.142 -0.365
```
Forces are in eV/Å.

# 6
Molecular formula: C28H60N4O14S2
Method: DFT, ωB97M-V/def2-TZVPD

Summary:
* frontier orbital gap (alpha / beta): 7.5 / 1.6 eV
* 2S+1: 2
* net charge: +1
* LUMO (alpha / beta): -3.261 / -9.252 eV
* ⟨S²⟩: 0.770
* HOMO level (alpha / beta): -10.804 / -10.804 eV

XYZ file:
```
108
Properties=species:S:1:pos:R:3:forces:R:3
C -8.413 -23.646 -13.409 1.088 0.240 -1.244
C -9.688 -23.928 -12.662 3.069 -0.621 -1.212
O -9.770 -23.611 -11.522 -1.577 0.321 2.050
N -10.642 -24.717 -13.287 -1.217 0.182 0.173
C -11.837 -25.228 -12.698 -0.357 -0.271 0.712
H -7.967 -24.394 -14.064 -1.089 -0.510 -0.474
H -7.501 -23.500 -12.829 -0.744 0.365 1.138
H -8.521 -22.737 -14.002 -0.175 0.053 -0.116
H -10.438 -25.083 -14.206 0.302 0.019 -0.373
H -12.201 -24.762 -11.782 0.517 0.710 -0.207
H -11.580 -26.225 -12.340 -0.003 -0.662 -0.108
H -12.655 -25.332 -13.411 0.281 0.013 -0.282
C -3.481 -34.839 -10.007 -1.837 0.769 0.726
C -4.842 -34.086 -9.614 -0.333 -1.313 1.076
O -5.643 -34.568 -8.831 0.381 -0.435 -0.204
N -5.039 -32.850 -10.092 0.185 1.570 -1.829
C -6.159 -31.872 -9.927 1.113 -0.006 0.332
H -3.347 -35.472 -9.130 0.494 0.208 -0.053
H -2.680 -34.118 -10.173 0.085 -0.215 0.149
H -3.579 -35.521 -10.852 -0.266 0.299 -0.152
H -4.324 -32.638 -10.774 -0.281 0.642 0.018
H -6.708 -31.574 -10.820 -0.160 -1.090 -0.488
H -5.729 -30.900 -9.685 0.348 -0.038 0.650
H -6.853 -32.140 -9.130 0.270 -0.320 -0.177
C -5.062 -27.231 -10.371 -0.667 -0.045 -0.400
C -6.404 -26.774 -10.920 0.871 2.405 3.054
O -6.886 -25.711 -10.400 0.048 -2.693 -2.442
N -6.897 -27.609 -11.817 -1.957 -0.002 -0.564
C -8.292 -27.499 -12.328 1.291 0.135 0.509
H -4.985 -28.318 -10.404 -0.062 -0.069 0.353
H -5.076 -26.855 -9.348 0.844 -0.077 -0.187
H -4.283 -26.879 -11.047 0.232 0.486 0.497
H -6.328 -28.433 -11.948 -0.509 -0.039 -0.214
H -8.176 -27.396 -13.407 -0.752 -0.035 -0.045
H -8.708 -26.629 -11.820 0.156 0.362 -0.322
H -8.942 -28.309 -11.998 0.346 -0.400 -0.352
C -7.094 -29.857 -14.749 -0.379 -0.750 -0.532
C -7.158 -28.704 -15.742 -0.376 0.264 2.881
O -8.038 -28.687 -16.552 -0.584 0.373 -1.562
N -6.292 -27.712 -15.444 0.361 1.170 0.013
C -6.117 -26.426 -16.159 0.764 -1.947 -0.523
H -8.057 -30.100 -14.299 -0.378 0.338 -0.474
H -6.443 -29.842 -13.876 0.713 0.139 -0.553
H -6.907 -30.649 -15.474 0.408 -0.709 0.699
H -5.700 -27.882 -14.644 0.034 0.087 -0.333
H -6.709 -26.460 -17.073 -0.675 0.398 0.505
H -5.117 -26.493 -16.589 0.305 0.643 0.328
H -6.223 -25.576 -15.484 -0.200 0.004 -0.355
C -0.824 -29.338 -8.814 -1.471 -1.018 0.455
C -2.338 -29.324 -9.346 1.062 0.863 0.615
O -3.455 -29.439 -8.410 0.206 1.597 -0.093
C -3.673 -30.493 -7.690 0.147 -3.510 1.173
O -2.988 -31.534 -7.722 -2.155 2.743 0.548
O -4.872 -30.270 -6.948 1.900 -0.045 -0.798
C -5.169 -31.210 -5.905 0.314 -1.261 0.026
H -0.704 -30.131 -8.075 0.026 -0.390 -0.361
H -0.464 -28.471 -8.261 -0.703 0.491 -0.382
H -0.151 -29.507 -9.655 -0.172 -0.101 -0.036
H -2.589 -30.018 -10.147 0.664 -0.221 0.048
H -2.470 -28.303 -9.705 -0.268 -0.132 -0.195
H -5.046 -32.221 -6.294 0.165 -0.038 0.047
H -6.190 -31.167 -5.526 -0.185 0.734 -0.735
H -4.563 -31.108 -5.005 0.486 0.323 -0.324
C -11.248 -29.793 -14.382 -0.934 0.852 -0.174
C -11.216 -30.764 -13.303 0.450 -0.402 3.175
O -11.346 -32.071 -13.760 0.491 0.046 -2.098
C -11.831 -33.022 -12.999 1.053 0.022 3.132
O -12.242 -32.873 -11.855 -0.371 0.019 -1.589
O -11.489 -34.163 -13.555 -1.779 -1.035 -0.994
C -12.122 -35.346 -13.025 1.316 -1.435 0.642
H -12.305 -29.849 -14.642 0.267 0.428 -1.475
H -10.455 -29.930 -15.118 -0.568 -0.168 -0.390
H -11.097 -28.814 -13.929 0.041 0.222 0.022
H -11.980 -30.644 -12.535 -0.354 0.511 -0.179
H -10.305 -30.620 -12.723 0.575 -0.635 0.065
H -12.848 -35.198 -12.226 0.417 0.457 -0.057
H -11.255 -35.932 -12.720 -0.114 0.061 0.968
H -12.526 -36.089 -13.713 -0.427 1.109 -1.077
C -8.151 -21.742 -9.261 -0.331 -0.884 -0.401
C -8.336 -20.701 -8.129 -0.762 0.147 -1.377
C -7.265 -21.009 -7.144 0.538 -0.519 1.283
S -6.941 -22.845 -7.090 0.191 2.160 -2.335
O -7.616 -23.554 -6.038 0.302 0.141 0.248
O -5.518 -22.929 -7.333 0.067 -0.784 0.643
C -7.819 -23.110 -8.633 -1.016 -0.161 0.139
H -7.448 -21.550 -10.071 0.544 0.652 0.500
H -9.078 -21.853 -9.825 -0.214 -0.019 0.206
H -9.387 -20.666 -7.843 0.109 -0.577 0.635
H -8.206 -19.702 -8.546 0.323 0.076 0.054
H -7.338 -20.758 -6.086 -0.379 0.511 -0.170
H -6.398 -20.523 -7.592 0.524 -0.554 0.523
H -8.752 -23.537 -8.264 -0.099 -0.252 -0.151
H -7.334 -23.829 -9.293 0.165 0.145 0.239
C -4.927 -25.132 -4.563 -0.225 -1.088 -0.645
C -3.656 -25.080 -3.710 0.855 1.120 0.941
C -2.484 -24.857 -4.628 -0.564 1.103 -1.021
S -2.709 -25.961 -6.001 -2.606 1.799 0.324
O -2.268 -27.232 -5.562 0.879 -1.949 -0.130
O -2.235 -25.304 -7.200 -0.139 -0.764 0.048
C -4.649 -25.972 -5.885 0.977 0.473 1.470
H -5.426 -24.282 -5.029 1.094 1.092 0.895
H -5.684 -25.428 -3.837 -0.395 -1.039 -0.621
H -3.433 -25.875 -2.998 -0.712 -0.850 -0.559
H -3.716 -24.255 -3.000 -0.051 0.451 -0.194
H -1.437 -24.883 -4.324 -0.263 -0.206 0.330
H -2.732 -23.891 -5.067 0.621 0.291 -0.237
H -5.046 -26.980 -5.758 0.469 -0.112 -0.579
H -5.038 -25.398 -6.727 0.094 -0.446 -0.101
```
Forces are in eV/Å.

Results for M: 296.21 376.50 374.87 249.31 194.24 740.94 (in g mol⁻¹, following the order of the records).